No. 1
ORCA calculation (ωB97M-V/def2-TZVPD) on a structure of composition C50H30N8PTa in a non-equilibrium geometry.

Output
charge	+2
DFT total energy	-75079.191	eV
2S+1	1
lowest unoccupied orbital energy	-0.25830	Eh

Last column: Mulliken charge in e.
Geometry (Å):
C (3.55, -0.26, 0.09)  0.23
H (3.19, 4.71, -0.15)  0.51
C (3.33, -1.18, -5.73)  -0.82
N (-3.77, -2.37, -0.19)  -0.53
N (-2.00, 1.51, 1.95)  0.30
H (-0.11, 0.48, 3.97)  0.49
C (0.56, -1.32, -3.21)  0.34
N (0.47, -0.39, -2.21)  0.24
H (-4.16, 1.33, 4.21)  0.50
C (-1.57, 2.71, -1.20)  -1.73
H (4.81, 0.38, -5.73)  0.45
C (-5.64, -0.20, 4.10)  -0.69
N (-0.16, 1.07, 0.12)  0.33
H (-1.61, 4.80, -1.12)  0.52
C (0.95, 0.43, 4.18)  -0.23
C (3.62, -2.99, -0.44)  -0.74
H (3.17, 1.08, 6.65)  0.43
H (-0.54, 4.48, 3.65)  0.54
C (4.56, -0.79, -0.70)  -0.88
C (-6.14, -1.35, 3.43)  -0.77
H (-5.88, -2.71, 1.80)  0.56
C (-1.04, 1.47, -0.77)  0.09
C (2.79, 0.76, 5.69)  -0.60
C (4.59, -2.15, -0.97)  -0.59
Ta (-0.94, -0.57, -0.63)  0.37
H (4.72, 0.15, 4.97)  0.45
H (-0.02, 5.18, 0.46)  0.77
N (-1.84, -2.06, -1.62)  0.18
C (-2.73, 0.39, 1.81)  -1.07
C (-1.42, -2.58, -2.86)  0.19
C (-4.75, -4.99, -3.69)  -0.68
C (0.79, 1.20, 1.02)  0.18
C (2.60, -2.46, 0.33)  -0.75
H (3.76, -1.66, -6.60)  0.45
C (-1.15, 3.90, -0.73)  -1.52
C (1.34, 3.49, 0.14)  2.39
C (3.66, 0.23, 4.75)  -0.78
C (-4.35, -1.18, 1.87)  0.09
C (2.57, -1.09, 0.61)  0.40
C (1.20, 5.16, 2.70)  -0.71
N (1.62, 1.67, -1.69)  0.44
H (-5.63, -5.59, -3.86)  0.43
C (3.44, 0.67, -4.14)  -0.47
C (2.21, -1.70, -5.14)  -0.23
N (-0.34, -2.30, -3.50)  -0.50
C (-0.22, 3.40, 1.72)  2.60
H (-6.16, 0.15, 4.98)  0.43
C (1.84, -0.08, 3.22)  0.51
H (-3.87, -5.56, -5.55)  0.43
C (-2.59, -4.22, -4.48)  -0.18
C (0.11, 4.39, 2.80)  -1.14
H (-2.34, 2.67, -1.95)  0.65
C (3.93, 0.00, -5.23)  -0.76
C (1.50, 0.55, -2.42)  -1.56
H (1.74, -2.60, -5.52)  0.57
H (3.01, 5.95, 1.85)  0.53
H (1.84, -3.12, 0.73)  0.45
C (-3.74, -4.98, -4.65)  -0.69
C (-3.09, -2.61, -1.26)  0.23
H (1.37, 5.84, 3.52)  0.53
C (-3.86, -0.03, 2.54)  0.67
H (5.33, -0.14, -1.11)  0.48
C (2.36, 4.53, 0.51)  -1.17
H (-5.41, -4.26, -1.76)  0.58
C (-5.51, -1.84, 2.32)  -0.29
C (-3.52, -1.42, 0.76)  0.40
N (-2.50, -0.50, 0.73)  0.05
H (5.38, -2.56, -1.58)  0.45
C (1.69, -1.04, -4.01)  0.08
H (3.54, 0.80, 0.30)  0.52
H (0.75, 1.23, 6.15)  0.47
C (-4.52, 0.46, 3.68)  -0.47
P (1.16, -0.48, 1.58)  0.15
H (-1.81, -4.20, -5.23)  0.58
C (-2.48, -3.49, -3.31)  0.01
C (1.09, 2.55, 1.40)  -0.81
H (-7.02, -1.83, 3.81)  0.43
H (1.85, 2.64, 2.17)  1.02
C (-0.11, 4.11, 0.30)  -0.38
C (1.43, 0.85, 5.41)  -0.82
H (3.87, -0.62, 2.79)  0.42
C (2.24, 5.22, 1.65)  -0.67
H (3.91, 1.57, -3.77)  0.52
C (1.51, 2.67, -1.07)  -0.43
H (3.65, -4.05, -0.65)  0.47
C (2.29, 0.14, -3.51)  0.79
C (3.19, -0.20, 3.51)  -0.44
C (-3.48, -3.51, -2.35)  0.03
C (-4.64, -4.26, -2.52)  -0.22
C (-1.40, 2.52, 1.85)  -0.61

=====

No. 2
ORCA calculation (ωB97M-V/def2-TZVPD) on the molecule C5H5NO in a non-equilibrium geometry.

Output
DFT total energy	-8799.097	eV
structure (SMILES)	C#C[C@H]1CC(=O)N1
energy above the lowest of the compared OMol25 structures with the same formula, charge and spin	417.04	kJ/mol
2S+1	1
lowest unoccupied orbital energy	0.01607	Eh

Last column: Mulliken charge in e.
Geometry (Å):
H (-2.25, -1.21, 2.69)  0.34
C (0.43, -0.60, -1.02)  -0.45
O (0.11, 1.53, -2.37)  -0.46
C (-0.67, -0.16, 1.17)  -0.61
H (-0.56, -1.25, -1.39)  0.25
H (1.32, -1.29, -1.22)  0.25
C (0.34, 0.90, -1.43)  0.36
C (0.50, -0.06, 0.38)  0.61
C (-1.53, -0.86, 1.85)  -0.42
H (0.07, 1.96, 0.54)  0.34
N (0.79, 1.31, -0.12)  -0.52
H (1.44, -0.28, 0.93)  0.31

=====

No. 3
ORCA calculation (ωB97M-V/def2-TZVPD) on a cluster of 15 separate species, C53H86N4O11 in total in a non-equilibrium geometry.

Output
DFT total energy	-84833.182	eV
energy above the lowest of the compared OMol25 structures with the same formula, charge and spin	18.46	kJ/mol
2S+1	1
lowest unoccupied orbital energy	-0.00039	Eh

Last column: Mulliken charge in e.
Geometry (Å):
H (-3.98, -6.57, 4.66)  0.29
C (6.91, -2.91, 2.89)  -0.97
H (3.90, -9.01, 0.94)  0.31
C (3.16, -3.55, -5.95)  -0.27
H (8.89, -0.94, 2.73)  0.34
H (5.41, 2.16, -5.96)  0.28
H (0.06, 9.58, -1.91)  0.32
H (-2.26, 5.58, 5.70)  0.39
O (5.70, 5.21, 5.22)  -0.56
H (3.57, -1.57, -8.56)  0.37
C (8.07, -0.78, 2.02)  -1.00
H (-4.11, -6.55, -4.53)  0.29
C (-8.02, -4.76, 1.86)  -0.14
C (-7.35, 2.11, 6.64)  -0.14
C (-7.12, -3.77, 2.27)  -0.41
H (-1.00, -4.68, 5.87)  0.30
H (-1.94, 2.77, -8.09)  0.29
H (-6.46, 1.58, -1.31)  0.32
C (1.27, 3.36, -9.43)  -1.09
C (3.52, 6.16, 5.47)  -1.07
C (-1.88, -5.33, 5.90)  -1.03
H (7.05, 1.64, -2.82)  0.29
C (-7.78, 4.08, 5.36)  -0.18
H (5.55, 1.81, -2.24)  0.35
N (3.95, -4.61, -6.34)  -0.49
C (4.58, -3.52, -8.32)  -0.39
H (-7.54, 1.51, 7.51)  0.35
H (1.12, 4.25, -10.04)  0.32
C (3.09, -2.40, -6.75)  -0.45
H (1.90, -0.71, 5.95)  0.33
H (-3.10, -8.07, 4.12)  0.27
H (7.55, -3.53, 2.26)  0.34
H (-3.14, -7.50, -5.69)  0.29
H (7.17, -2.72, 3.93)  0.28
C (4.74, -6.73, -0.71)  -0.88
H (5.08, -5.51, -7.87)  0.33
C (0.92, 0.80, -0.53)  -0.90
H (-3.21, -4.79, -7.41)  0.34
H (5.89, 3.85, -5.99)  0.29
H (-2.03, -3.67, -6.64)  0.30
H (2.50, -1.53, -6.49)  0.41
O (5.52, 4.09, -3.63)  -0.56
H (0.34, -2.01, 1.56)  0.31
H (-5.12, -3.09, 1.89)  0.45
H (5.17, -3.53, -9.22)  0.35
H (-4.83, 1.86, -0.74)  0.26
C (4.21, 4.82, 3.42)  -1.04
C (5.47, -7.94, -0.14)  0.73
H (3.87, 6.35, 6.49)  0.32
C (-4.09, -0.24, -3.04)  -0.98
C (0.29, 8.58, -2.27)  -0.96
H (-9.03, -4.55, 2.19)  0.33
H (2.26, 3.39, -8.98)  0.29
H (2.56, -3.73, -5.07)  0.43
H (-1.53, 4.24, -8.94)  0.28
N (-7.72, -5.85, 1.05)  -0.58
C (-5.89, -3.82, 1.68)  -0.32
H (-2.81, -4.78, 5.83)  0.28
C (-2.52, -5.40, -5.49)  0.75
C (-1.98, 6.41, 5.07)  -0.39
H (-1.97, 5.96, -2.96)  0.33
H (-1.19, 2.67, -9.73)  0.31
C (-3.19, -7.30, 4.88)  -1.02
O (-2.05, -4.93, -4.48)  -0.57
N (-0.91, 7.19, 3.07)  -0.48
C (-2.08, 7.76, 5.57)  -0.22
C (1.73, -0.65, 7.02)  -1.03
H (7.12, 2.53, -5.72)  0.31
C (-1.94, -6.45, 4.85)  0.80
H (1.26, 2.53, -10.13)  0.33
H (4.76, -6.78, -1.79)  0.26
C (6.76, -1.49, 2.37)  0.71
C (4.65, -4.60, -7.47)  -0.16
H (-4.54, -5.10, 0.54)  0.37
N (-6.41, 1.71, 5.80)  -0.54
O (5.65, -0.94, 2.31)  -0.59
H (5.74, 0.84, -3.66)  0.30
C (0.59, -1.59, 0.59)  -0.98
H (-1.42, -0.55, 7.83)  0.26
H (1.94, 0.51, -0.26)  0.28
H (-1.25, 5.19, 3.45)  0.44
C (-5.55, -4.86, 0.85)  -0.37
H (4.17, -9.63, -0.70)  0.29
H (-7.46, -2.93, 2.87)  0.40
C (6.05, 1.79, -3.21)  -1.12
O (0.50, 3.15, -7.14)  -0.55
O (6.70, -7.91, -0.07)  -0.55
H (0.68, 1.83, -0.26)  0.28
H (7.87, 0.28, 1.90)  0.31
O (-0.85, 0.25, 0.96)  -0.58
H (-1.43, 6.36, -1.38)  0.25
C (-2.30, -4.71, -6.82)  -0.97
H (-6.16, -6.73, -0.07)  0.38
C (0.56, 0.17, 7.60)  0.74
H (-1.67, -5.69, 6.91)  0.31
C (-6.77, 3.68, 4.50)  -0.48
C (0.22, 3.18, -8.31)  0.78
H (-5.27, 2.09, 4.19)  0.46
C (-0.86, 0.02, 7.09)  -0.95
C (3.77, -2.45, -7.96)  -0.13
C (-1.44, 6.19, 3.79)  -0.30
O (-1.82, 8.58, -3.25)  -0.54
H (0.64, 0.60, -1.56)  0.26
H (3.28, 4.26, 3.47)  0.30
H (8.37, -1.14, 1.03)  0.29
H (-0.26, 5.82, -2.59)  0.34
H (-0.83, 9.18, 2.74)  0.38
O (-5.00, 1.96, -3.41)  -0.56
H (-1.02, -0.45, 6.12)  0.30
H (-6.37, 4.40, 3.80)  0.36
C (4.66, -9.20, 0.18)  -1.05
C (0.13, -0.15, 0.36)  0.78
C (-6.45, -5.89, 0.54)  -0.12
H (-3.69, -0.73, -2.15)  0.29
H (2.58, 5.61, 5.57)  0.31
H (5.99, -3.49, 2.79)  0.29
C (-8.09, 3.29, 6.49)  -0.34
C (-1.18, 8.44, 3.43)  -0.26
C (-5.46, 1.15, -1.27)  -0.94
H (0.79, 7.89, -1.59)  0.30
H (-8.22, 5.06, 5.23)  0.36
H (-1.34, 0.98, 6.94)  0.30
O (-1.02, -6.57, 4.09)  -0.54
C (-1.14, 6.44, -2.43)  -1.05
H (2.63, -0.35, 7.56)  0.33
H (-1.41, -5.14, -7.26)  0.26
H (-1.81, 9.80, 5.03)  0.35
H (0.94, 8.58, -3.15)  0.27
H (3.35, 7.15, 5.05)  0.29
H (-2.49, 8.01, 6.54)  0.40
H (4.99, 4.13, 3.09)  0.31
H (3.69, -6.77, -0.41)  0.30
H (-4.27, -6.32, -6.33)  0.31
H (-4.74, -0.87, -3.64)  0.27
C (-1.69, 8.78, 4.69)  -0.30
C (-6.07, 2.51, 4.79)  -0.22
C (6.11, 2.88, -5.53)  -0.97
H (5.30, -9.96, 0.63)  0.32
H (4.17, 5.55, 2.61)  0.29
C (-1.22, 3.21, -8.79)  -0.98
H (0.12, -2.25, -0.14)  0.25
H (1.67, -1.68, 0.50)  0.30
H (-3.29, 0.04, -3.73)  0.31
H (-3.37, -7.78, 5.85)  0.33
H (5.10, -5.80, -0.26)  0.26
H (-5.47, 0.27, -0.63)  0.28
C (5.84, 3.00, -4.07)  0.83
O (0.65, 1.05, 8.47)  -0.55
H (-8.83, 3.59, 7.21)  0.36
H (1.56, -1.64, 7.43)  0.28
C (-3.60, -6.53, -5.50)  -1.00
C (4.59, 5.40, 4.75)  0.84
C (-0.97, 7.91, -2.73)  0.75
C (-4.90, 1.01, -2.69)  0.77

=====

No. 4
ORCA calculation (ωB97M-V/def2-TZVPD) on a cluster of 5 separate species, C3H15NO3S in total in a non-equilibrium geometry.

Output
charge	-1
DFT total energy	-21819.910	eV
energy above the lowest of the compared OMol25 structures with the same formula, charge and spin	151.41	kJ/mol
2S+1	2
lowest unoccupied orbital energy (spin up / spin down)	0.11980 / 0.04151	Eh

Last column: Mulliken charge in e.
Geometry (Å):
C (0.57, 1.00, 1.79)  -0.76
C (-0.81, 0.93, 1.09)  0.18
O (2.54, -0.64, -1.81)  -0.64
H (-3.30, -1.48, 0.65)  0.22
H (-2.21, -0.38, -3.11)  0.12
S (1.54, -0.40, 1.21)  -0.13
O (0.05, 1.72, -1.93)  -0.70
H (-1.42, 1.87, 1.41)  0.32
N (-2.33, -1.26, 0.34)  -0.54
H (0.44, 0.96, 2.91)  0.28
H (1.85, 0.03, -1.64)  0.37
O (-2.02, -0.08, -2.21)  -1.11
H (-0.66, 0.90, 0.02)  -0.19
H (-2.30, -0.77, -0.57)  0.36
H (2.69, -3.19, 0.37)  0.09
H (1.15, 1.91, 1.69)  0.39
H (2.91, -0.91, -0.91)  0.25
H (-0.68, 0.98, -2.09)  0.40
H (3.11, -2.89, -0.20)  -0.09
C (-1.59, -0.45, 1.37)  -0.26
H (-2.34, -0.14, 2.19)  0.14
H (-0.82, -1.14, 1.84)  0.06
H (-0.38, 2.51, -2.20)  0.23

=====

No. 5
ORCA calculation (ωB97M-V/def2-TZVPD) on the molecule C22H22ClN5O3S2 in a non-equilibrium geometry.

Output
DFT total energy	-70955.865	eV
structure (SMILES)	O=C(Nc1nnc(C2CC2)s1)c1cc(S(=O)(=O)N2CCN(c3ccccc3)CC2)ccc1Cl
2S+1	1
lowest unoccupied orbital energy	0.00724	Eh

Last column: Mulliken charge in e.
Geometry (Å):
C (2.15, 3.58, 1.14)  -0.89
H (-1.66, 1.61, -2.26)  0.62
H (2.82, 3.43, -0.90)  0.53
C (-1.37, 1.33, 2.48)  0.42
C (1.59, -3.70, -0.28)  -0.93
C (0.70, 3.56, -0.76)  -0.36
C (-0.26, 3.71, 1.42)  -0.17
C (0.52, -4.56, -0.13)  -0.65
H (-0.84, -2.53, 4.57)  0.20
C (-0.59, -2.41, 2.36)  0.73
C (-0.64, -3.12, 3.69)  -0.64
N (0.36, 1.60, -2.61)  -0.06
N (-0.55, 1.07, 1.52)  0.36
H (2.39, 1.39, -2.87)  0.54
H (0.12, -2.76, 1.62)  0.14
C (-1.74, -3.32, 2.71)  -0.51
S (-1.84, -0.09, 3.40)  -0.33
C (-0.67, -4.26, -0.77)  -0.55
C (1.57, 0.83, -2.42)  -0.13
H (-1.84, -0.91, -2.29)  0.47
C (0.30, -2.26, -1.74)  1.06
C (1.97, 3.51, -0.23)  -0.24
S (0.47, 3.25, -2.52)  1.30
H (0.61, -5.45, 0.48)  0.42
C (-0.78, -3.13, -1.56)  -0.47
H (2.53, -3.91, 0.22)  0.35
H (-1.39, 3.73, -0.41)  0.57
C (1.36, -0.51, -3.13)  -1.55
H (-1.52, -4.92, -0.67)  0.43
H (-2.61, 2.59, 3.49)  0.26
H (1.18, -0.30, -4.19)  0.33
H (2.24, -1.14, -3.05)  0.57
H (-1.71, -2.95, -2.08)  0.47
H (1.76, 0.67, -1.35)  0.25
C (-0.99, -0.40, -2.75)  -1.44
C (1.03, 3.66, 1.96)  0.93
H (-1.81, -4.25, 2.17)  0.24
H (-0.69, 0.81, -0.98)  -0.23
H (0.06, -3.93, 3.85)  0.27
C (-0.41, 3.68, 0.04)  -0.13
O (-0.80, 3.78, -2.92)  -0.71
N (-1.86, 2.56, 2.81)  -0.01
C (-1.44, 3.79, 2.33)  -0.29
N (-0.23, -0.21, 1.42)  -0.92
O (1.65, 3.64, -3.22)  -0.73
O (-2.01, 4.80, 2.66)  -0.60
Cl (1.21, 3.68, 3.67)  -0.21
H (2.34, -1.91, -1.14)  0.26
H (3.13, 3.55, 1.58)  0.47
N (0.20, -1.21, -2.62)  0.19
C (-0.80, 0.96, -2.06)  0.27
H (-2.70, -2.85, 2.91)  0.20
H (-1.20, -0.24, -3.81)  0.31
C (1.49, -2.56, -1.06)  -0.17
C (-0.79, -0.98, 2.29)  -0.20

=====

No. 6
ORCA calculation (ωB97M-V/def2-TZVPD) on the molecule C7H12 in a non-equilibrium geometry.

Output
DFT total energy	-7452.083	eV
structure (SMILES)	C=CC(=C)CCC
energy above the lowest of the compared OMol25 structures with the same formula, charge and spin	130.09	kJ/mol
2S+1	1
lowest unoccupied orbital energy	0.03442	Eh

Last column: Mulliken charge in e.
Geometry (Å):
H (-1.84, 2.26, 0.68)  0.22
H (2.36, -1.43, -1.38)  0.31
H (-2.03, 0.56, -2.67)  0.26
H (0.45, -2.19, 0.00)  0.38
H (-0.24, -0.92, 2.02)  0.30
H (1.79, -1.86, 1.07)  0.34
C (1.90, -0.71, -0.71)  -1.05
C (-1.82, 0.88, -1.66)  -0.81
C (-0.76, 0.49, 0.57)  0.92
C (-1.13, 1.62, 1.18)  -1.15
C (0.31, -0.37, 1.25)  -0.70
H (1.05, 0.26, 1.75)  0.33
H (1.26, -0.01, -1.23)  0.33
H (-2.13, 1.87, -1.35)  0.18
H (-1.10, -0.97, -0.95)  0.27
H (-0.69, 2.01, 2.08)  0.31
H (2.74, -0.19, -0.24)  0.31
C (1.07, -1.39, 0.39)  -0.64
C (-1.19, 0.10, -0.80)  -0.12

=====

No. 7
ORCA calculation (ωB97M-V/def2-TZVPD) on a cluster of 2 separate species, C11H15N in total in a non-equilibrium geometry.

Output
DFT total energy	-13140.269	eV
structure (SMILES)	Cc1c[nH]c2ccccc12.CC
energy above the lowest of the compared OMol25 structures with the same formula, charge and spin	50.37	kJ/mol
2S+1	1
lowest unoccupied orbital energy	0.03428	Eh

Last column: Mulliken charge in e.
Geometry (Å):
N (-0.64, 1.62, 1.30)  0.01
H (-1.65, 0.59, -3.11)  0.42
H (1.11, -0.60, -3.30)  0.27
H (-0.37, 1.34, -2.15)  0.16
C (-0.80, 0.27, 1.13)  0.12
C (0.66, 1.98, 0.98)  -0.85
C (0.46, -0.25, 0.73)  0.89
H (1.32, -2.07, -0.11)  0.38
H (3.38, 0.26, 0.98)  0.31
C (0.41, 0.13, -3.71)  -0.98
C (1.35, 0.87, 0.63)  0.52
C (2.78, 0.72, 0.19)  -1.30
C (0.44, -1.58, 0.30)  -0.47
C (-1.95, -0.48, 1.38)  -1.03
C (-0.68, 0.44, -2.66)  -0.38
H (-1.33, 2.32, 1.47)  0.19
C (-0.65, -2.38, 0.59)  -0.69
H (1.07, 0.95, -3.86)  0.28
H (2.81, 0.14, -0.71)  0.27
H (0.00, -0.25, -4.64)  0.31
H (-2.82, -0.04, 1.84)  0.40
H (0.88, 3.04, 0.96)  0.38
H (-0.67, -0.33, -1.88)  -0.08
H (-0.61, -3.46, 0.47)  0.39
H (3.29, 1.68, 0.09)  0.36
H (-2.73, -2.45, 1.12)  0.39
C (-1.85, -1.82, 1.06)  -0.27

=====

No. 8
ORCA calculation (ωB97M-V/def2-TZVPD) on a structure of composition C20H21N3O2SV in a non-equilibrium geometry.

Output
charge	+2
DFT total energy	-66154.371	eV
energy above the lowest of the compared OMol25 structures with the same formula, charge and spin	70.34	kJ/mol
2S+1	2
lowest unoccupied orbital energy (spin up / spin down)	-0.26319 / -0.24392	Eh

Last column: Mulliken charge in e.
Geometry (Å):
H (1.83, 1.95, -2.97)  0.33
C (0.08, 1.26, -2.18)  0.17
C (-3.30, 1.64, -3.46)  -1.30
C (-3.78, -2.61, -0.06)  -0.69
C (-1.82, 1.74, -3.37)  0.91
O (-1.81, -0.54, -0.13)  -0.28
C (0.59, -1.07, 4.63)  -0.70
H (1.44, -1.41, 5.19)  0.57
H (-4.24, -3.55, 0.22)  0.26
C (-0.63, -0.85, 5.25)  -0.68
H (-3.74, 2.63, -3.28)  0.33
H (2.94, 0.37, 4.06)  0.55
H (2.07, 2.48, -5.40)  0.41
C (-0.42, -0.41, 2.53)  0.79
H (1.52, -2.85, -0.02)  0.29
N (1.19, -2.36, 0.80)  -0.31
C (0.29, 2.47, -4.22)  0.80
C (-1.07, 2.41, -4.35)  -0.85
C (3.08, -0.11, 3.10)  -0.98
V (-0.01, -0.82, 0.66)  -0.56
C (4.42, -0.56, 1.16)  -0.71
H (1.59, 4.06, -4.78)  0.35
N (0.83, 1.89, -3.12)  0.01
H (3.54, -1.81, -0.33)  0.39
H (-1.55, 2.88, -5.20)  0.45
H (-2.65, -0.15, 5.06)  0.43
H (-3.79, -2.49, -1.14)  0.32
H (5.35, -0.45, 0.62)  0.44
C (-1.62, -0.13, 3.17)  -0.29
H (-0.73, -1.04, 6.31)  0.43
C (-1.64, -1.68, 0.32)  0.82
C (2.02, -0.85, 2.57)  1.31
H (-2.47, 0.25, 2.62)  0.54
C (0.71, -0.82, 3.26)  0.25
C (1.21, 3.12, -5.19)  -1.42
S (0.96, 0.69, -0.81)  -0.34
C (3.40, -1.32, 0.63)  -0.76
H (-3.68, 0.95, -2.72)  0.27
O (-2.39, -2.71, 0.40)  -0.33
C (4.27, 0.02, 2.42)  -0.69
C (-1.72, -0.35, 4.54)  -0.66
N (-1.22, 1.17, -2.31)  -0.17
H (5.08, 0.59, 2.85)  0.44
H (0.69, 3.34, -6.12)  0.38
H (-3.61, 1.34, -4.46)  0.40
H (0.88, -3.06, 1.48)  0.33
H (-4.27, -1.78, 0.43)  0.33
C (2.20, -1.48, 1.33)  0.43